# 1
H22O11 | ωB97M-V with the def2-TZVPD basis set

Structure (XYZ):
```
33
H22O11, DFT ωB97M-V with the def2-TZVPD basis set
O -3.74 -3.18 -0.31
O 2.78 2.91 0.91
O -1.85 1.02 -0.36
O 0.84 0.07 -2.02
O -3.31 -0.49 1.25
O -0.85 1.67 2.00
O 2.10 -1.57 -1.28
O 1.32 -2.06 2.29
O 4.35 -1.14 0.05
O -0.26 -1.16 -0.05
O -1.96 3.47 -0.94
H 2.65 1.96 0.77
H -2.64 3.79 -1.54
H 1.87 -1.28 2.40
H -2.31 1.47 -1.07
H 1.80 0.12 -2.05
H -0.62 -0.30 -0.31
H 3.49 3.14 0.30
H 1.93 -2.73 1.95
H -1.54 4.27 -0.61
H 3.94 -1.19 0.92
H -3.62 -2.29 -0.63
H -4.65 -3.39 -0.55
H 1.70 -2.35 -0.90
H 0.06 1.37 1.87
H -0.76 2.40 2.63
H 0.42 -1.34 -0.70
H 2.75 -1.92 -1.90
H 0.56 0.31 -2.91
H -3.98 0.09 0.87
H -0.98 1.44 -0.32
H 3.87 -1.80 -0.47
H -3.37 -1.29 0.70
```

The gap between HOMO and LUMO is 0.3474 hartree. The structure (SMILES) is O.O.O.O.O.O.O.O.O.O.O. For the energy above the lowest of the compared OMol25 structures with the same formula, charge and spin, the calculation gives 108.4 kcal per mole.

=====

# 2
H22O11 | ωB97M-V with the def2-TZVPD basis set

Structure (XYZ):
```
33
H22O11, DFT ωB97M-V with the def2-TZVPD basis set
O 2.92 4.42 1.36
O 2.78 -2.19 -3.95
O -4.23 -0.27 2.06
O -0.29 -1.12 2.58
O 2.25 2.41 -0.26
O 0.23 -4.76 0.14
O -1.75 0.44 -4.95
O 0.34 0.83 0.65
O 4.05 2.13 1.63
O -3.49 -2.14 0.56
O -2.33 0.35 -0.12
H -3.25 -3.06 0.46
H -1.18 1.06 -4.51
H -1.58 -0.46 -4.69
H -0.01 -2.04 2.51
H 2.02 4.56 1.69
H 0.01 -3.93 0.55
H -2.80 0.95 -0.67
H -5.11 0.09 1.88
H 0.63 -5.36 0.77
H -1.22 -1.11 2.31
H 3.40 2.85 1.40
H 2.65 4.92 0.57
H -4.40 -1.88 0.48
H -2.96 -0.26 0.31
H 2.24 1.92 -1.09
H -0.60 1.03 0.68
H 3.50 -1.96 -3.36
H 1.87 1.67 0.28
H 2.18 -1.44 -3.94
H -3.98 0.26 2.83
H 0.66 0.27 1.31
H 4.01 1.73 2.51
```

The expectation value of S² is 0.76. The gap between HOMO and LUMO (spin up / spin down) is 0.3766 / 0.1381 hartree. Its total charge is +1. For the energy above the lowest of the compared OMol25 structures with the same formula, charge and spin, the calculation gives 44.4 kcal per mole. As for the spin multiplicity: 2.

=====

# 3
H22O11 | ωB97M-V with the def2-TZVPD basis set

Structure (XYZ):
```
33
H22O11, DFT ωB97M-V with the def2-TZVPD basis set
O 30.09 -9.45 -14.54
O 33.88 -4.86 -16.66
O 28.76 -3.25 -15.99
O 32.46 -6.73 -13.45
O 32.29 -6.01 -18.90
O 28.32 -9.71 -16.92
O 30.65 -6.64 -16.50
O 31.35 -3.76 -17.06
O 33.71 -7.69 -16.98
O 27.52 -7.16 -14.95
O 29.50 -5.22 -14.43
H 32.25 -6.34 -18.00
H 33.90 -4.12 -17.26
H 28.65 -9.64 -16.03
H 30.95 -4.31 -17.74
H 31.59 -2.96 -17.53
H 29.92 -4.97 -13.61
H 29.16 -4.40 -14.78
H 32.95 -5.07 -16.55
H 30.23 -6.02 -15.90
H 28.35 -2.53 -16.47
H 32.92 -7.53 -16.46
H 28.34 -6.89 -14.53
H 34.29 -6.97 -16.75
H 29.69 -3.16 -16.18
H 30.10 -7.42 -16.46
H 27.59 -9.08 -16.96
H 29.67 -9.59 -13.69
H 32.73 -6.70 -19.39
H 31.57 -6.86 -13.78
H 26.83 -6.85 -14.37
H 32.59 -7.43 -12.81
H 31.00 -9.71 -14.40
```

The expectation value of S² is 0.76. The gap between HOMO and LUMO (spin up / spin down) is 0.3621 / 0.0911 hartree. Its total charge is +1. For the energy above the lowest of the compared OMol25 structures with the same formula, charge and spin, the calculation gives 16.4 kcal per mole. As for the spin multiplicity: 2.

=====

# 4
H22O15S | ωB97M-V with the def2-TZVPD basis set

Structure (XYZ):
```
38
H22O15S, DFT ωB97M-V with the def2-TZVPD basis set
S -0.06 0.23 -0.17
O -0.98 -1.76 -2.86
O -0.57 1.30 0.71
O -1.13 -0.69 -0.43
O -0.01 0.64 -3.76
O -3.61 -0.05 -1.02
O 1.24 -2.06 2.45
O -1.45 0.85 3.25
O 2.64 1.98 -1.75
O -2.87 2.37 0.16
O 3.18 0.46 1.76
O 0.43 0.80 -1.39
O 1.06 3.02 1.84
O 3.05 -1.54 -0.86
O -1.53 -2.90 0.95
O 1.03 -0.44 0.46
H -2.00 -2.60 1.69
H -1.42 -2.07 0.59
H 0.42 -2.53 2.33
H 1.71 1.76 -1.62
H -1.10 -1.57 -2.02
H -2.81 -0.45 -0.79
H -0.48 -0.19 -3.70
H 2.36 -1.11 -0.44
H -1.77 -2.01 -3.38
H 3.58 -0.02 2.57
H 1.56 3.07 1.00
H -4.12 -0.86 -0.92
H -0.81 0.23 3.77
H 2.93 1.74 -2.55
H 0.43 2.24 1.75
H 2.42 -0.02 1.49
H 1.25 -1.33 1.72
H 3.62 -1.72 -0.32
H 0.04 0.76 -2.91
H -3.12 1.75 -0.51
H -1.05 0.90 2.38
H -2.10 1.84 0.52
```

The gap between HOMO and LUMO is 0.3222 hartree. Its total charge is -2. For the energy above the lowest of the compared OMol25 structures with the same formula, charge and spin, the calculation gives 27.8 kcal per mole.

=====

# 5
H22O19SV2 | ωB97M-V with the def2-TZVPD basis set

Structure (XYZ):
```
44
H22O19SV2, DFT ωB97M-V with the def2-TZVPD basis set
V 0.47 1.61 5.42
V -5.42 -0.73 2.31
S -0.04 -0.16 0.52
O 0.58 -1.01 -0.43
O -0.34 2.92 4.90
O -5.92 -2.11 3.09
O -5.11 0.38 3.42
O -4.34 2.74 -0.59
O -1.35 -0.65 0.83
O -0.15 1.23 0.10
O -1.13 2.89 -5.00
O -0.62 0.60 6.01
O -1.31 -3.03 -3.68
O 5.95 -0.09 1.51
O 3.75 -3.82 2.35
O 0.04 6.22 0.30
O 0.73 -0.09 1.79
O -6.03 -2.42 -1.35
O -3.24 -5.72 -0.79
O 3.81 2.57 -1.86
O 3.80 -3.02 -3.57
O 4.60 2.95 4.40
H -5.66 -2.34 -2.22
H -0.12 5.27 0.30
H 3.09 -3.13 2.41
H 3.22 -2.58 -2.94
H -4.19 -5.59 -0.83
H 2.92 2.38 -1.56
H 5.02 2.18 4.02
H 5.42 -0.89 1.52
H -3.39 2.64 -0.64
H -2.88 -5.01 -1.32
H 3.73 2.63 -2.81
H -0.89 -2.52 -2.97
H 5.11 3.69 4.06
H 3.46 -4.37 1.62
H -1.26 1.97 -5.24
H -6.92 -2.76 -1.49
H -0.59 -3.50 -4.09
H 0.96 6.31 0.05
H 5.61 0.42 0.78
H -4.50 3.66 -0.81
H 4.67 -2.67 -3.38
H -1.51 2.97 -4.13
```

The gap between HOMO and LUMO is 0.0924 hartree. For the energy above the lowest of the compared OMol25 structures with the same formula, charge and spin, the calculation gives 304.1 kcal per mole.

=====

# 6
H23O11 | ωB97M-V with the def2-TZVPD basis set

Structure (XYZ):
```
34
H23O11, DFT ωB97M-V with the def2-TZVPD basis set
O -3.41 0.52 -0.50
O 3.23 1.73 1.35
O 1.44 1.90 -1.09
O 2.22 0.62 -3.89
O 0.39 -0.02 0.08
O -1.23 1.42 3.02
O -0.27 0.28 -2.20
O 2.90 -1.92 2.14
O -2.44 -1.34 -2.52
O -3.20 -1.38 1.46
O -0.31 -2.28 2.11
H -2.29 -2.25 -2.40
H -2.17 -1.32 -3.44
H 3.24 -2.30 1.36
H 0.26 -0.20 0.97
H 0.13 -3.09 1.97
H -4.02 0.71 0.39
H -0.16 -1.84 2.88
H -3.23 -2.15 2.09
H 2.98 -0.05 -3.87
H 0.95 0.72 0.10
H -1.07 0.91 -1.79
H -2.16 -0.99 1.78
H -2.06 1.71 2.83
H 2.50 -1.18 1.64
H 1.80 2.55 -0.37
H -0.78 -0.69 -1.94
H 2.21 1.86 -1.62
H 3.46 2.02 2.33
H -0.61 1.97 3.41
H -4.05 0.76 -1.15
H 1.78 0.46 -4.81
H 3.73 2.44 0.93
H 0.22 0.42 -1.24
```

The gap between HOMO and LUMO is 0.3827 hartree. Its total charge is +1. For the energy above the lowest of the compared OMol25 structures with the same formula, charge and spin, the calculation gives 148.6 kcal per mole.

=====

# 7
H23O12 | ωB97M-V with the def2-TZVPD basis set

Structure (XYZ):
```
35
H23O12, DFT ωB97M-V with the def2-TZVPD basis set
O 0.56 -15.68 5.34
O -2.26 -13.58 9.60
O 0.42 -14.60 10.40
O -2.01 -13.30 6.23
O -2.64 -15.73 8.17
O 2.86 -15.70 7.88
O -1.97 -16.35 5.62
O -0.21 -12.20 8.22
O -0.44 -17.14 9.29
O 3.30 -12.94 8.65
O 1.86 -12.97 5.98
O 0.47 -14.73 7.73
H 0.38 -14.72 9.46
H -2.26 -15.70 7.25
H 1.91 -15.34 7.84
H 2.65 -16.52 8.32
H 1.32 -15.22 4.94
H 0.01 -13.12 7.94
H -1.55 -13.79 10.20
H 1.05 -12.71 5.48
H -2.23 -12.47 6.60
H -0.54 -16.95 10.22
H -2.04 -16.42 8.52
H -2.48 -16.14 4.83
H 0.88 -13.77 10.48
H -1.07 -12.40 8.59
H 2.89 -13.77 8.43
H 2.66 -12.34 9.02
H 1.42 -13.48 6.67
H -2.78 -13.76 5.97
H -1.06 -16.21 5.37
H -2.25 -14.27 8.88
H 0.65 -15.41 6.23
H -0.21 -14.54 7.09
H -0.18 -16.36 8.85
```

The gap between HOMO and LUMO is 0.3615 hartree. Its total charge is -1. For the energy above the lowest of the compared OMol25 structures with the same formula, charge and spin, the calculation gives 38.8 kcal per mole.

=====

# 8
H24K2O16P | ωB97M-V with the def2-TZVPD basis set

Structure (XYZ):
```
43
H24K2O16P, DFT ωB97M-V with the def2-TZVPD basis set
K -3.31 -3.62 -2.86
K -0.51 4.12 -2.40
P 0.04 -0.27 -0.57
O 1.11 -0.08 -5.87
O 1.09 -0.33 3.99
O -3.10 -2.84 2.91
O -0.03 -1.73 -0.09
O -0.60 -0.17 -1.98
O 3.72 3.08 2.13
O -3.39 1.01 4.07
O 1.47 0.24 -0.56
O -0.60 4.66 2.54
O -4.86 0.20 -0.78
O 3.27 -3.54 2.32
O 3.47 3.01 -3.62
O -3.76 1.75 -4.93
O -1.11 -6.20 0.44
O 5.99 -0.79 0.12
O -0.77 0.64 0.34
H -3.96 0.46 -0.59
H 1.61 -1.05 3.64
H -4.58 1.26 -4.95
H 2.49 -3.28 1.84
H -3.89 1.80 3.84
H -1.22 4.79 3.25
H -3.16 -1.96 3.27
H 3.31 2.47 -2.85
H -0.92 -6.53 1.32
H 0.51 -0.05 -5.13
H 5.11 -0.42 0.02
H 3.96 -2.96 1.99
H -5.20 0.92 -1.32
H -2.67 1.00 3.44
H 3.32 2.42 -4.36
H 0.73 -0.72 -6.47
H 2.93 3.50 2.47
H 3.40 2.36 1.60
H -2.34 -2.82 2.34
H -3.18 1.22 -4.38
H 0.62 0.03 3.24
H 6.57 -0.05 -0.04
H -0.77 -5.31 0.43
H -0.82 3.80 2.18
```

The gap between HOMO and LUMO is 0.0790 hartree. Its total charge is -1. For the energy above the lowest of the compared OMol25 structures with the same formula, charge and spin, the calculation gives 270.7 kcal per mole.

=====

# 9
H24MgNO15 | ωB97M-V with the def2-TZVPD basis set

Structure (XYZ):
```
41
H24MgNO15, DFT ωB97M-V with the def2-TZVPD basis set
Mg -0.44 2.98 1.10
O -2.87 -2.58 -1.60
O 1.33 2.94 1.80
O 1.38 -3.33 -2.36
O -1.14 -0.86 0.29
O -0.64 -1.26 -3.28
O -3.68 -1.89 1.85
O -2.35 2.87 0.46
O -1.07 2.20 2.75
O 3.19 -0.40 -2.41
O -1.14 -3.15 1.95
O 0.74 -0.62 -0.66
O 2.11 -2.40 1.17
O -0.24 1.06 0.31
O 0.19 3.61 -0.69
O 3.17 1.38 -0.24
N -0.23 -0.13 -0.05
H -1.16 -3.75 1.20
H 2.17 3.27 1.49
H 2.72 -0.02 -1.67
H -3.40 -1.04 1.51
H -3.32 -1.88 -2.07
H -3.16 2.64 0.92
H 0.10 3.03 -1.44
H -2.88 -2.33 2.11
H -1.12 -0.62 -3.82
H 0.73 4.34 -1.01
H -2.19 -2.14 -1.09
H 2.94 -2.04 1.50
H -0.32 2.19 3.35
H 1.48 -2.89 -1.52
H 2.47 1.14 0.38
H -1.29 -2.29 1.57
H 0.05 -0.75 -2.86
H -1.73 1.64 3.17
H 3.81 -1.01 -2.01
H 3.96 1.00 0.14
H 1.86 -1.81 0.46
H -2.58 2.82 -0.47
H 1.10 -2.64 -2.96
H 1.47 2.73 2.72
```

The expectation value of S² is 0.75. The gap between HOMO and LUMO (spin up / spin down) is 0.1383 / 0.3287 hartree. As for the spin multiplicity: 2.

=====

# 10
H24NO10 | ωB97M-V with the def2-TZVPD basis set

Structure (XYZ):
```
35
H24NO10, DFT ωB97M-V with the def2-TZVPD basis set
O 3.89 0.22 0.13
O -0.71 2.22 2.08
O -1.20 -2.97 0.20
O 1.12 0.29 3.16
O 1.70 0.22 -3.02
O 1.19 2.61 0.13
O -0.53 -4.59 -1.88
O -1.74 -0.51 2.70
O -1.72 2.65 -0.91
O -1.45 -0.39 -2.90
N 0.09 -0.21 -0.26
H -0.65 0.52 -0.41
H -1.49 -1.24 3.16
H -1.29 -3.18 1.08
H -2.29 -0.78 -2.97
H 2.27 1.08 -3.02
H -0.96 2.39 3.02
H -1.21 -1.04 -3.56
H -1.48 2.23 1.60
H 0.40 -4.67 -2.22
H 1.96 3.19 0.43
H 1.64 -0.05 -3.94
H -2.21 -3.06 0.23
H 0.38 2.72 0.80
H 4.08 -0.76 0.14
H -0.18 -1.01 -0.69
H 3.24 0.47 0.68
H 0.37 0.75 2.64
H -2.02 2.84 -1.74
H -0.03 -0.31 0.64
H 1.02 0.34 -0.62
H -0.43 -3.96 -1.12
H -1.72 0.01 3.52
H -2.03 3.28 -0.12
H 1.99 0.71 3.02
```

The gap between HOMO and LUMO is 0.3800 hartree. Its total charge is +1. For the energy above the lowest of the compared OMol25 structures with the same formula, charge and spin, the calculation gives 105.7 kcal per mole.

=====

# 11
H24NeO12 | ωB97M-V with the def2-TZVPD basis set

Structure (XYZ):
```
37
H24NeO12, DFT ωB97M-V with the def2-TZVPD basis set
Ne 0.19 0.15 0.43
O -0.32 -2.65 0.35
O 3.65 -0.73 0.16
O -2.13 2.21 2.86
O 0.52 0.45 -2.68
O 0.40 -1.52 2.81
O -2.45 -2.63 -1.46
O 1.42 2.48 -1.20
O 0.49 1.28 3.28
O 1.07 -2.28 -2.07
O -1.96 1.56 -2.55
O -3.68 -0.23 -1.05
O 2.43 1.75 1.07
H 4.11 -0.66 -0.67
H -0.04 -2.10 1.09
H 1.93 -1.99 -2.34
H 1.19 1.43 2.64
H -3.18 -1.04 -1.12
H -0.27 -3.54 0.69
H 0.70 3.07 -1.44
H 2.09 2.11 0.25
H -3.16 -2.97 -0.92
H 2.77 0.88 0.84
H -0.22 1.87 3.00
H -2.39 2.21 -3.11
H 0.99 -2.00 -1.16
H 0.32 -0.47 -2.51
H 0.06 -0.68 3.10
H 1.33 -1.51 3.05
H 1.22 1.66 -1.65
H -0.34 0.85 -2.83
H -3.24 0.37 -1.66
H -1.48 2.07 -1.91
H 4.28 -1.14 0.76
H -1.68 -2.65 -0.89
H -2.41 1.45 3.37
H -2.19 2.95 3.46
```

The gap between HOMO and LUMO is 0.3749 hartree. For the energy above the lowest of the compared OMol25 structures with the same formula, charge and spin, the calculation gives 14.2 kcal per mole.

=====

# 12
H24O12 | ωB97M-V with the def2-TZVPD basis set

Structure (XYZ):
```
36
H24O12, DFT ωB97M-V with the def2-TZVPD basis set
O 2.13 -0.35 -1.10
O -3.20 -1.11 2.60
O -0.07 -1.39 -4.31
O 0.86 2.89 1.13
O 3.55 -2.13 -0.87
O 1.51 3.86 3.38
O -2.74 -3.72 0.21
O -0.84 1.94 -1.89
O 0.58 -0.27 0.41
O 0.57 -4.06 1.68
O -2.46 3.82 1.34
O -0.26 0.91 -3.39
H -0.62 1.55 -4.13
H -1.05 -1.32 -4.30
H 0.85 -4.28 2.52
H 0.45 0.33 1.21
H -3.22 3.48 0.88
H -1.95 3.02 1.68
H 0.27 -1.50 -3.47
H -2.34 -1.07 2.87
H 0.44 3.33 0.39
H 2.16 0.65 -1.09
H -2.37 -4.56 0.15
H 0.72 -4.81 1.11
H 0.62 3.48 1.79
H -1.08 0.58 -3.04
H -3.31 -2.09 2.63
H 3.97 -2.31 -0.03
H -0.14 2.40 -1.62
H 4.24 -2.46 -1.39
H 2.09 4.04 2.61
H 0.98 -1.12 0.64
H -2.53 -3.32 1.08
H 0.89 4.59 3.40
H 2.42 -0.50 -2.01
H -1.10 1.51 -1.07
```

The gap between HOMO and LUMO is 0.2933 hartree. The structure (SMILES) is O.O.O.O.O.O.O.O.O.O.O.O. For the energy above the lowest of the compared OMol25 structures with the same formula, charge and spin, the calculation gives 181.5 kcal per mole.

=====

| no. | E (eV) |
| --- | --- |
| 1 | -22876.8142 |
| 2 | -22868.5258 |
| 3 | -22869.7390 |
| 4 | -41905.8206 |
| 5 | -101458.2480 |
| 6 | -22886.0109 |
| 7 | -24946.3260 |
| 8 | -75088.5948 |
| 9 | -38034.1509 |
| 10 | -22346.2137 |
| 11 | -28469.6089 |
| 12 | -24953.8259 |